Below is C16H54F3N24O14Ti as an isolated structure, with properties calculated with ωB97M-V with the def2-TZVPD basis set.

Computed properties:
expectation value of S² = 3.76
Kohn-Sham gap (spin up / spin down) = 2.65 / 3.04 eV
HOMO (spin up / spin down) = -0.2400 / -0.2413 Eh
relative energy (zero: lowest compared OMol25 entry of this formula, charge and spin) = 378.9 kcal/mol

Structure (ORCA input):
```
! RIJCOSX wB97M-V def2-TZVPD def2/J DEFGRID3
* xyz 0 4
Ti 5.409 4.321 -4.306
C 0.832 0.911 -0.653
O 1.423 -0.265 -0.827
O 1.562 1.786 -1.433
C -0.709 0.690 -1.033
F -1.044 0.215 -2.244
F -1.419 -0.097 -0.205
F -1.450 1.726 -0.881
C 1.559 -1.198 0.240
C 3.023 -1.737 0.016
H 3.661 -1.045 0.566
H 3.241 -2.779 0.253
H 3.213 -1.524 -1.036
H 0.736 -1.911 0.296
H 1.687 -0.968 1.297
H 0.812 1.145 0.412
C -2.455 7.895 -4.622
O -3.067 8.584 -5.403
N -1.986 6.648 -4.865
N -1.840 8.287 -3.504
H -1.308 6.269 -4.220
H -2.312 6.117 -5.660
H -1.303 7.566 -3.044
H -1.920 9.269 -3.282
C 4.345 -2.135 9.140
O 3.689 -2.872 9.836
N 5.219 -1.206 9.492
N 4.142 -2.082 7.810
H 5.425 -1.161 10.480
H 5.767 -0.748 8.779
H 4.780 -1.514 7.272
H 3.720 -2.953 7.523
C 7.696 3.503 1.028
O 8.868 3.697 1.000
N 6.905 2.858 0.128
N 6.929 3.970 1.943
H 7.260 2.291 -0.629
H 5.896 2.836 0.104
H 5.927 4.089 1.971
H 7.478 4.488 2.614
C 4.325 9.594 -1.503
O 5.101 8.931 -2.186
N 4.016 10.817 -1.831
N 3.602 9.072 -0.559
H 4.564 11.362 -2.481
H 3.175 11.269 -1.501
H 2.628 9.301 -0.420
H 3.933 8.132 -0.391
C 10.085 -5.743 2.126
O 9.079 -5.656 2.871
N 10.988 -6.615 2.326
N 10.233 -5.110 1.003
H 11.813 -6.662 1.745
H 11.126 -6.648 3.326
H 9.350 -4.743 0.677
H 10.999 -5.142 0.345
C -4.998 -4.430 3.623
O -4.690 -3.361 4.055
N -6.197 -4.916 3.645
N -4.157 -5.369 3.174
H -6.298 -5.914 3.757
H -6.854 -4.238 4.005
H -3.182 -5.113 3.124
H -4.514 -6.208 2.740
C -9.709 2.415 1.850
O -9.506 2.746 3.016
N -10.768 2.715 1.229
N -8.813 1.708 1.121
H -11.539 3.277 1.559
H -10.728 2.648 0.222
H -7.907 1.451 1.486
H -8.986 1.539 0.141
C 1.864 -9.130 0.460
O 1.731 -9.698 -0.665
N 2.999 -8.852 1.008
N 1.012 -8.888 1.292
H 3.823 -8.903 0.426
H 3.178 -8.405 1.895
H 0.063 -9.045 0.983
H 1.148 -8.478 2.205
C -5.339 -3.714 -7.213
O -5.650 -4.731 -7.827
N -5.705 -3.566 -5.975
N -4.850 -2.593 -7.629
H -5.514 -2.681 -5.527
H -6.418 -4.260 -5.802
H -4.814 -2.547 -8.638
H -4.624 -1.848 -6.986
C 2.330 -3.584 -6.040
O 2.568 -4.424 -6.833
N 1.440 -3.678 -5.172
N 2.713 -2.373 -6.128
H 1.146 -2.911 -4.583
H 1.326 -4.650 -4.921
H 2.221 -1.727 -5.527
H 3.462 -2.076 -6.736
C -1.939 2.021 8.287
O -1.570 2.835 9.110
N -1.146 1.531 7.453
N -3.145 1.618 8.071
H -1.275 0.788 6.781
H -0.227 1.934 7.341
H -3.323 0.991 7.299
H -3.845 2.063 8.647
C -9.086 2.870 -5.290
O -9.799 2.467 -4.415
N -9.380 3.117 -6.566
N -7.837 3.197 -5.157
H -10.351 2.877 -6.711
H -8.802 3.525 -7.287
H -7.362 3.183 -4.266
H -7.586 3.673 -6.012
*
```

Mulliken atomic charge list, values in e, 6 entries:
1 Ti 0.9796
2 C -0.0370
3 O -0.2117
4 O -0.9421
5 C 0.7323
6 F -0.3068